Entry 1:
Here is a structure of composition C21H18ClGaN4O at a distorted geometry from OMol25. Energies are from ωB97M-V with the def2-TZVPD basis set.

Positions of all 46 atoms, in Å:
Ga (-0.226, 0.276, -0.562)
Cl (5.300, -2.757, -3.739)
C (3.951, -1.886, -3.216)
C (3.497, -0.840, -4.014)
C (2.407, -0.092, -3.612)
C (1.739, -0.313, -2.376)
O (0.683, 0.445, -2.123)
C (2.217, -1.391, -1.607)
C (1.411, -1.966, -0.592)
N (0.508, -1.333, 0.107)
C (-0.482, -2.087, 0.813)
C (-0.271, -3.165, 1.641)
C (-1.376, -3.776, 2.292)
C (-2.654, -3.318, 2.148)
C (-2.900, -2.229, 1.285)
C (-4.190, -1.741, 1.042)
C (-4.347, -0.651, 0.203)
C (-3.223, -0.011, -0.292)
N (-1.997, -0.480, -0.138)
C (-1.805, -1.604, 0.658)
C (3.311, -2.131, -2.043)
H (3.893, -0.694, -5.046)
H (2.021, 0.681, -4.276)
H (1.568, -3.030, -0.394)
H (0.782, -3.486, 1.815)
H (-1.113, -4.612, 2.922)
H (-3.462, -3.733, 2.696)
H (-5.059, -2.198, 1.390)
H (-5.314, -0.251, 0.010)
H (-3.393, 0.903, -0.905)
H (3.554, -3.033, -1.506)
C (1.331, 3.711, 3.412)
C (0.795, 3.211, 2.119)
C (0.388, 4.033, 1.070)
C (-0.155, 3.208, 0.123)
N (-0.048, 1.924, 0.505)
N (0.619, 1.950, 1.727)
C (-0.742, 3.613, -1.210)
H (0.427, 4.078, 3.940)
H (2.022, 4.534, 3.224)
H (1.823, 2.940, 4.023)
H (0.377, 5.107, 1.027)
H (0.802, 1.100, 2.172)
H (-0.579, 2.818, -1.981)
H (-0.241, 4.529, -1.552)
H (-1.847, 3.745, -1.178)

Atomic forces in eV per Å
Ga -0.0385 1.0883 0.0514
Cl 0.5607 -0.6561 -0.0980
C 0.1947 0.6285 0.1533
C -0.8892 0.5677 -1.0991
C -0.2633 0.3052 0.1774
C 1.2090 0.1674 -1.7002
O -0.6819 0.2849 0.4552
C -1.2444 0.2701 0.4836
C 1.0390 -0.1197 0.1526
N -0.5548 -0.8680 0.0888
C -0.3347 -0.1659 0.6762
C 0.6393 0.4348 -0.3091
C 0.8447 -0.0987 0.0173
C 0.9225 0.1327 -0.3287
C 0.2971 -0.1662 0.3338
C 0.8660 1.4757 -1.7002
C 0.3979 -0.6243 1.0659
C -0.4477 0.9641 -1.1950
N 0.2408 -0.2040 0.4616
C -0.2509 0.5028 -0.5380
C 0.4326 -1.3242 -0.2496
H -0.1012 -0.0220 1.1169
H 0.0382 -0.1438 0.2618
H -0.0786 0.1520 0.0954
H -1.0858 0.0051 -0.0325
H -0.3612 -0.0893 0.2032
H -0.5520 -0.4703 0.2871
H -1.1102 -0.8999 0.9176
H -0.5181 0.2370 -0.2208
H 0.5265 -0.7361 0.4900
H 0.2873 -0.0574 0.2722
C -0.4623 -0.5858 0.4077
C 0.8127 0.8219 -0.3019
C -0.4282 -0.0782 0.5391
C -0.4464 -0.0314 -1.4381
N 0.6691 -0.6296 0.2647
N -1.2410 1.1084 -1.4068
C -0.2525 -0.8541 -0.2938
H 0.7074 0.0030 0.0792
H -0.1493 -0.0643 0.1193
H -0.2069 0.2931 -0.2401
H 0.1621 0.0456 0.1624
H 0.3454 -1.1065 1.0128
H 0.1277 0.5924 0.5185
H -0.3932 -0.3102 0.0563
H 0.7717 0.2251 0.2308

The frontier orbital gap is 0.25695 Ha. Its charge is +2. Its lowest unoccupied orbital energy is -7.01 eV. As for the total energy: -3489.82889 Ha.

Atomic partial charges in e from the Löwdin method, atoms 1 to 5: number 1, Ga, carries 0.64; number 2, Cl, carries 0.78; number 3, C, carries -0.69; number 4, C, carries -0.04; number 5, C, carries 0.04

Entry 2:
Here is a structure of composition C21H18GaN8O from OMol25. Energies are from ωB97M-V with the def2-TZVPD basis set.

Positions of all 49 atoms, in Å:
Ga (-0.496, 1.024, -0.082)
C (0.654, -1.695, -3.241)
C (0.053, -1.060, -2.037)
N (0.400, 0.099, -1.630)
N (1.241, 0.900, -2.345)
C (0.870, 2.149, -2.124)
O (-0.107, 2.473, -1.336)
C (1.611, 3.235, -2.798)
C (1.197, 4.553, -2.619)
C (1.894, 5.584, -3.227)
C (3.003, 5.301, -4.014)
C (3.415, 3.986, -4.195)
C (2.722, 2.953, -3.590)
C (-1.142, -1.592, -1.322)
C (-1.664, -2.859, -1.499)
C (-2.873, -3.174, -0.889)
C (-3.521, -2.222, -0.122)
C (-2.917, -0.982, 0.039)
N (-1.765, -0.687, -0.549)
H (1.740, -1.699, -3.150)
H (0.417, -1.090, -4.118)
H (0.297, -2.707, -3.404)
H (0.326, 4.755, -2.009)
H (1.570, 6.607, -3.093)
H (3.546, 6.107, -4.491)
H (4.278, 3.770, -4.811)
H (3.030, 1.925, -3.725)
H (-1.151, -3.588, -2.108)
H (-3.307, -4.156, -1.025)
H (-4.473, -2.425, 0.346)
H (-3.356, -0.200, 0.649)
N (2.466, 1.802, 2.744)
C (2.870, 2.784, 1.863)
C (2.079, 2.656, 0.767)
N (1.206, 1.611, 0.972)
C (1.461, 1.125, 2.169)
C (0.668, 0.011, 2.645)
N (-0.187, -0.544, 1.818)
C (-0.821, -1.526, 2.534)
C (-0.334, -1.554, 3.806)
N (0.620, -0.566, 3.863)
H (2.871, 1.628, 3.647)
H (3.665, 3.470, 2.094)
H (2.072, 3.253, -0.128)
H (-1.579, -2.156, 2.101)
H (-0.571, -2.172, 4.653)
H (1.143, -0.310, 4.683)
N (-2.563, 2.392, 1.810)
C (-1.832, 1.903, 1.066)

Atomic forces in eV per Å
Ga -0.1451 0.0830 0.1218
C -0.0158 -0.0175 -0.0078
C -0.0348 0.0100 -0.0140
N -0.0363 -0.1560 0.1526
N 0.0352 -0.0133 -0.0180
C -0.0216 0.0498 0.0347
O 0.1176 -0.0132 -0.1231
C 0.0040 0.0083 0.0039
C -0.0065 0.0023 -0.0030
C 0.0086 -0.0063 -0.0054
C -0.0105 0.0025 0.0060
C 0.0017 -0.0012 0.0015
C 0.0076 -0.0025 -0.0053
C 0.0172 0.0281 -0.0125
C 0.0052 -0.0354 -0.0124
C -0.0124 -0.0056 0.0062
C 0.0113 0.0089 -0.0046
C 0.0045 -0.0089 0.0046
N 0.0107 0.0604 -0.0087
H -0.0002 0.0062 0.0001
H -0.0068 -0.0010 0.0006
H 0.0023 0.0000 0.0063
H 0.0010 0.0015 -0.0016
H 0.0019 -0.0020 -0.0020
H -0.0022 -0.0014 0.0023
H -0.0017 0.0005 0.0017
H 0.0022 0.0018 -0.0021
H -0.0009 0.0077 -0.0009
H 0.0007 0.0030 0.0002
H 0.0049 0.0005 0.0001
H -0.0057 -0.0033 -0.0056
N 0.0273 0.0297 0.0221
C -0.0119 -0.0378 -0.0253
C 0.0257 0.0303 0.0704
N 0.0228 0.0927 -0.0648
C -0.0308 -0.0865 -0.0218
C 0.0297 0.0185 0.0132
N 0.0809 0.0586 -0.0764
C -0.0014 -0.0319 0.0010
C 0.0086 -0.0034 -0.0420
N -0.0088 -0.0116 -0.0016
H 0.0025 0.0056 0.0114
H -0.0043 -0.0083 0.0046
H -0.0251 -0.0233 -0.0100
H 0.0004 0.0132 -0.0046
H 0.0040 0.0039 -0.0016
H 0.0017 0.0055 0.0102
N -0.0141 -0.0723 -0.0114
C -0.0429 0.0107 0.0110

The frontier orbital gap is 0.28210 Ha. Its charge is +1. Its lowest unoccupied orbital energy is -3.53 eV. As for the total energy: -3249.02988 Ha.

Atomic partial charges in e from the Löwdin method, atoms 1 to 5: number 1, Ga, carries 0.41; number 2, C, carries 0.01; number 3, C, carries -0.20; number 4, N, carries 0.00; number 5, N, carries 0.13

Entry 3:
Here is a structure of composition C21H18I2N7O2S2Y at a distorted geometry from OMol25. Energies are from ωB97M-V with the def2-TZVPD basis set.

Positions of all 53 atoms, in Å:
Y (-1.004, -0.029, 0.070)
I (0.076, -6.863, -3.142)
C (-0.574, -5.051, -2.375)
C (-1.049, -4.990, -1.072)
C (-1.499, -3.774, -0.578)
I (-1.928, -3.505, 1.426)
C (-1.534, -2.629, -1.379)
O (-2.022, -1.480, -0.940)
C (-0.928, -2.682, -2.636)
C (-0.610, -1.349, -3.250)
N (0.258, -0.595, -2.302)
C (1.583, -1.184, -2.137)
C (2.079, -1.222, -0.709)
C (3.433, -1.402, -0.448)
C (3.860, -1.563, 0.855)
C (2.924, -1.556, 1.882)
C (1.604, -1.362, 1.546)
N (1.183, -1.173, 0.284)
C (-0.472, -3.892, -3.138)
H (-1.051, -5.871, -0.444)
H (-0.126, -1.480, -4.223)
H (-1.507, -0.748, -3.391)
H (0.346, 0.367, -2.610)
H (1.555, -2.227, -2.466)
H (2.333, -0.692, -2.762)
H (4.135, -1.422, -1.273)
H (4.913, -1.703, 1.068)
H (3.207, -1.701, 2.916)
H (0.831, -1.357, 2.305)
H (-0.010, -3.926, -4.118)
S (-0.084, 2.285, -1.244)
C (-1.813, 2.565, -1.355)
S (-2.895, 1.767, -0.249)
C (-2.302, 3.389, -2.338)
C (-3.709, 3.665, -2.473)
N (-4.834, 3.885, -2.580)
C (-1.410, 4.056, -3.254)
N (-0.702, 4.599, -3.981)
C (0.148, 4.016, 4.537)
N (-0.157, 2.866, 3.714)
C (-0.826, 1.662, 4.192)
C (-0.862, 0.855, 2.912)
O (-1.398, -0.242, 2.719)
N (-0.204, 1.490, 1.934)
C (0.160, 2.686, 2.421)
N (0.767, 3.585, 1.660)
H (-0.665, 4.170, 5.244)
H (0.210, 4.917, 3.928)
H (1.081, 3.892, 5.088)
H (-1.834, 1.870, 4.552)
H (-0.267, 1.143, 4.972)
H (0.679, 3.416, 0.652)
H (0.914, 4.522, 1.989)

Atomic forces in eV per Å
Y 0.7767 1.0434 0.0953
I 0.0869 -0.2187 -0.1110
C -0.1112 0.2350 0.1483
C -0.0181 0.1221 -0.0630
C 0.0725 -0.2226 -0.2863
I -0.1633 -0.1070 0.2919
C -0.2545 0.2786 0.3606
O -0.4537 -1.2796 -0.3424
C 0.2030 -0.0756 -0.2046
C 0.0925 0.0628 0.0516
N -0.0493 -0.3893 0.0960
C 0.0419 0.1004 -0.0101
C -0.1268 -0.0343 -0.0046
C 0.0172 -0.0175 -0.0213
C 0.0857 -0.0166 0.0255
C 0.0491 -0.0520 -0.0797
C -0.0596 0.0743 -0.0073
N 0.2357 -0.0572 0.1340
C -0.0023 0.0643 -0.0137
H 0.0076 0.0022 0.0101
H 0.0299 0.0000 -0.0224
H -0.0523 -0.0152 -0.0112
H -0.0449 0.0567 -0.0243
H -0.0426 -0.0390 -0.0003
H 0.0278 0.0420 0.0051
H -0.0136 0.0024 0.0292
H -0.0380 0.0093 0.0042
H 0.0103 -0.0069 -0.0296
H -0.0121 0.0225 0.0141
H -0.0132 0.0040 0.0165
S -0.0034 0.0524 0.0870
C -0.0731 0.0752 -0.0205
S -0.3352 0.3580 -0.0010
C -0.0451 0.3676 -0.2691
C 0.3746 -0.1408 0.0593
N 0.0630 0.0243 -0.0201
C -0.3023 -0.1550 0.2673
N -0.0231 -0.0282 0.0025
C -0.1273 -0.0306 -0.0118
N 0.0414 -0.1183 0.0337
C -0.0867 0.1874 -0.0431
C -0.1495 -0.6464 0.0044
O 0.0958 0.1560 -0.1164
N 0.2419 0.1346 0.1049
C 0.0216 0.3090 -0.0947
N -0.0738 -0.1247 0.0447
H 0.0068 -0.0108 0.0304
H 0.0052 -0.0151 -0.0216
H 0.0284 -0.0207 -0.0044
H -0.0139 0.0186 0.0142
H 0.0324 -0.0022 0.0003
H 0.0285 -0.0024 -0.0693
H 0.0125 0.0238 -0.0273

The frontier orbital gap is 0.26555 Ha. Its lowest unoccupied orbital energy is -0.36 eV. As for the total energy: -2775.11913 Ha.

Atomic partial charges in e from the Löwdin method, atoms 1 to 5: number 1, Y, carries 1.18; number 2, I, carries 0.87; number 3, C, carries -0.76; number 4, C, carries -0.22; number 5, C, carries -0.64

Entry 4:
Here is a structure of composition C21H18IrN4O2S2 from OMol25. Energies are from ωB97M-V with the def2-TZVPD basis set.

Positions of all 48 atoms, in Å:
Ir (-0.248, -0.273, -0.646)
S (-0.243, -3.001, 2.847)
C (0.727, -1.616, 3.257)
C (1.326, -1.321, 4.478)
C (2.071, -0.163, 4.563)
C (2.228, 0.681, 3.458)
C (1.635, 0.398, 2.245)
C (0.870, -0.766, 2.157)
N (0.186, -1.256, 1.042)
C (-0.413, -2.404, 1.259)
C (-1.083, -2.940, 0.091)
C (-1.729, -4.161, -0.033)
C (-2.192, -4.548, -1.281)
C (-2.008, -3.733, -2.391)
C (-1.371, -2.503, -2.274)
C (-0.928, -2.087, -1.022)
H (1.218, -1.980, 5.329)
H (2.550, 0.090, 5.498)
H (2.841, 1.567, 3.546)
H (1.798, 1.037, 1.390)
H (-1.850, -4.815, 0.821)
H (-2.687, -5.502, -1.395)
H (-2.367, -4.060, -3.358)
H (-1.248, -1.867, -3.142)
O (-1.062, 1.394, -1.713)
S (-0.901, 2.912, -1.549)
C (-1.360, 3.264, 0.180)
C (-2.720, 3.967, 0.169)
C (-3.466, 3.449, -1.056)
C (-2.461, 3.549, -2.196)
H (-0.554, 3.831, 0.642)
H (-1.406, 2.276, 0.645)
H (-2.577, 5.045, 0.087)
H (-3.253, 3.778, 1.099)
H (-4.360, 4.031, -1.274)
H (-3.768, 2.409, -0.918)
H (-2.265, 4.585, -2.482)
H (-2.681, 2.969, -3.090)
N (2.465, -1.518, -2.035)
C (2.626, -0.346, -1.413)
O (1.596, 0.216, -0.828)
C (3.829, 0.340, -1.325)
C (3.838, 1.534, -0.565)
N (3.768, 2.465, 0.112)
C (4.970, -0.214, -1.952)
N (5.821, -0.758, -2.505)
H (1.577, -1.988, -2.014)
H (3.263, -1.967, -2.457)

Atomic forces in eV per Å
Ir -0.4363 0.3178 0.7665
S -0.0140 -0.0843 -0.0648
C 0.0412 0.0874 -0.0013
C 0.0004 -0.0253 0.0034
C 0.0140 0.0017 0.0366
C 0.0054 0.0143 -0.0360
C -0.0337 -0.0470 0.0766
C -0.0863 -0.1057 -0.0204
N 0.3315 0.1362 -0.0431
C 0.0036 0.0550 -0.0241
C 0.0969 0.0150 -0.0879
C 0.0494 0.0267 0.0150
C -0.0267 -0.0610 -0.0089
C -0.0142 -0.0192 -0.0516
C -0.1220 0.1043 0.1213
C 0.0501 0.0710 -0.4101
H -0.0074 -0.0035 0.0010
H 0.0070 -0.0035 -0.0022
H -0.0022 0.0077 -0.0051
H -0.0080 0.0262 -0.0148
H -0.0069 0.0199 0.0272
H -0.0110 0.0010 0.0039
H 0.0121 0.0072 -0.0040
H 0.0157 0.0029 -0.0062
O -0.0303 -0.9078 -0.1884
S 0.2970 0.3031 -0.0442
C 0.0062 -0.0021 0.0020
C 0.0090 0.0141 0.0092
C 0.0049 -0.0041 -0.0158
C 0.0135 -0.0524 0.0026
H -0.0066 0.0165 -0.0032
H -0.0079 0.0146 0.0006
H -0.0047 0.0014 0.0141
H -0.0077 -0.0072 -0.0064
H 0.0034 0.0005 0.0023
H -0.0083 0.0002 0.0033
H 0.0141 0.0068 0.0139
H -0.0201 0.0066 -0.0019
N 0.1103 -0.0850 -0.1060
C 0.0499 0.0983 0.1430
O -0.1775 0.1956 -0.0591
C -0.2447 -0.1752 -0.0676
C 0.1161 0.0422 0.1614
N -0.0434 0.0280 -0.0665
C 0.0816 -0.0243 -0.0753
N 0.0042 -0.0054 0.0201
H 0.0019 0.0052 -0.0068
H -0.0197 -0.0143 -0.0022

The frontier orbital gap (spin up / spin down) is 0.21856 / 0.21852 Ha. Its charge is +1. Its lowest unoccupied orbital energy (spin up / spin down) is -4.80 / -4.80 eV. As for the total energy: -2080.97661 Ha.

Atomic partial charges in e from the Löwdin method, atoms 1 to 5: number 1, Ir, carries 1.39; number 2, S, carries 1.19; number 3, C, carries -0.44; number 4, C, carries -0.07; number 5, C, carries -0.05